1.
ORCA calculation (the ωB97M-V functional and the def2-TZVPD basis) on the molecule C7H13NO in a non-equilibrium geometry.

```
22
Properties=species:S:1:pos:R:3:forces:R:3
C -1.14832 -1.16402 -2.27721 -0.06 0.03 0.12
H -1.38063 2.01227 -0.00254 0.13 0.01 0.11
N -0.44049 1.93576 -0.37839 -0.03 0.31 -0.12
H -0.90710 -1.98889 -1.63563 0.12 -0.09 0.20
H -1.64193 -1.38421 -3.20750 -0.09 0.06 -0.18
O -1.19327 1.12268 -2.76057 0.08 -0.12 0.01
H 1.45864 1.30168 2.39368 0.05 0.09 -0.01
H -0.92220 1.93765 -2.30279 0.01 -0.04 0.10
H -0.14178 -2.51734 1.06135 -0.02 -0.06 0.01
H -0.15578 -0.61280 2.68864 -0.07 -0.08 -0.11
H 0.97804 0.49849 -0.84044 -0.14 0.00 0.01
C 0.40805 -0.47347 1.77231 -0.58 0.01 -0.66
C -0.46497 -0.39463 0.48184 0.88 0.12 1.34
H -1.53549 -0.47566 0.63850 0.05 -0.07 0.02
C -0.09470 0.54558 -0.62283 -0.97 -0.84 -1.38
C 1.67491 0.31848 1.97516 -0.18 -0.02 -0.06
C -0.87012 0.08795 -1.93969 0.86 0.80 0.68
H 2.33047 -0.20081 2.67547 0.04 0.00 -0.01
H 0.20837 2.37106 0.26469 -0.10 -0.03 0.01
H 1.24735 -1.76058 0.18176 0.11 0.02 -0.07
H 2.22339 0.44461 1.04445 0.08 0.05 -0.07
C 0.36753 -1.60382 0.78974 -0.17 -0.15 0.05
```
Forces are in eV/Å.

Calculated values
HOMO = -8.50 eV
SMILES = C=C(O)[C@@H](N)[C@H]1C[C@H]1C

Mulliken atomic charge list, values in e, 6 entries:
1 C -1.042
2 H 0.222
3 N -0.788
4 H 0.282
5 H 0.304
6 O -0.565

2.
ORCA calculation (the ωB97M-V functional and the def2-TZVPD basis) on a structure of composition C7H13NO in a non-equilibrium geometry.

```
22
Properties=species:S:1:pos:R:3:forces:R:3
H -1.06425 2.02508 2.44458 0.00 0.03 -0.01
H 0.55833 -1.55003 2.14254 0.10 -0.07 -0.04
C -0.92483 -1.81624 -0.31786 -0.04 0.11 -0.03
H -1.62380 -1.84257 0.51882 -0.01 0.01 -0.04
H -1.48432 -2.02450 -1.22905 -0.02 0.00 0.01
H -0.59245 -0.94715 -3.12299 0.00 0.01 0.06
H -0.46689 3.39935 1.48426 -0.04 -0.06 0.02
O 1.42983 0.78529 -1.52566 -0.24 -0.57 0.08
C 0.44809 -0.97280 -2.79556 0.21 0.03 0.04
N -0.02827 1.51763 0.70044 0.76 0.63 0.75
H 0.65935 2.46186 2.47531 -0.06 0.03 0.07
C -0.23404 2.39862 1.84653 0.32 -0.11 -0.04
H -0.21588 -2.63950 -0.17736 0.02 0.04 0.00
C 0.64200 -0.16684 -1.52587 0.04 0.51 -0.40
H 1.08622 -0.56173 -3.57493 -0.02 0.00 0.03
C -0.23384 -0.46965 -0.38293 -0.18 1.02 0.01
H -0.83158 0.81746 -0.29012 -0.13 -2.21 -0.72
C 0.26986 0.10235 0.89997 -0.70 0.47 0.27
C 0.53773 -0.47390 2.06216 -0.02 0.15 -0.23
H 0.65462 1.88044 0.02864 0.00 -0.08 0.16
H 0.71267 -2.01870 -2.62594 -0.03 -0.01 0.00
H 0.70145 0.09553 2.96500 0.04 0.06 0.03
```
Forces are in eV/Å.

Calculated values
HOMO = -8.38 eV

Mulliken atomic charge list, values in e, 6 entries:
1 H 0.338
2 H 0.284
3 C -1.839
4 H 0.423
5 H 0.428
6 H 0.337

3.
ORCA calculation (the ωB97M-V functional and the def2-TZVPD basis) on a cluster of 2 separate species, C7H13NO in total in a non-equilibrium geometry.

```
22
Properties=species:S:1:pos:R:3:forces:R:3
C -1.20774 -0.11713 1.65858 0.45 -0.30 -1.02
N 0.70758 -0.46322 -2.04764 0.02 0.03 -0.01
C 0.25739 -1.01528 -0.81360 1.17 0.21 -0.22
C 0.71997 1.07353 0.44090 -0.06 -0.87 -0.41
C -2.43207 0.05894 -0.76079 0.13 -0.54 -0.13
H 0.97158 1.90313 -0.22161 -0.02 -0.13 -0.14
C -1.45940 -0.03907 0.35044 -0.64 1.27 1.48
H -0.84989 -0.85469 2.35960 -0.26 0.04 0.21
H 1.57624 -0.35128 1.78620 0.01 0.03 -0.02
H -2.94056 -0.89701 -0.91356 -0.02 0.05 -0.06
H 1.96210 -1.42093 0.02585 -0.03 0.01 0.00
H 0.88233 -1.17026 -2.75876 0.00 0.04 0.07
H -3.18394 0.81218 -0.51079 0.12 -0.02 0.01
H 2.77784 0.48766 0.74696 -0.01 -0.03 0.02
H 2.03219 1.31009 2.10782 -0.04 -0.01 -0.05
H 1.50046 0.15379 -1.95674 -0.01 -0.02 -0.03
H -1.93267 0.34097 -1.68697 0.00 0.04 0.01
H -1.11872 2.04769 1.07052 0.02 0.00 0.18
H -0.58381 -1.66420 -1.04153 -0.26 0.29 0.25
O 1.11678 -1.86309 -0.10963 0.01 0.06 -0.04
C -0.63422 1.07506 0.97596 -0.61 -0.11 -0.12
C 1.83857 0.59315 1.29876 0.04 -0.04 0.00
```
Forces are in eV/Å.

Calculated values
HOMO (spin up / spin down) = -7.33 / -7.30 eV

Mulliken atomic charge list, values in e, 6 entries:
1 C -0.733
2 N -0.424
3 C -0.650
4 C 0.018
5 C -1.312
6 H 0.488

4.
ORCA calculation (the ωB97M-V functional and the def2-TZVPD basis) on the molecule C7H13NO in a non-equilibrium geometry.

```
22
Properties=species:S:1:pos:R:3:forces:R:3
N -0.09745 0.23861 -1.72829 -0.02 -0.08 1.45
H 0.44044 0.68449 3.10236 0.06 0.07 -0.01
H -1.17007 0.17019 3.56017 0.02 -0.06 -0.03
H -0.98422 -2.84726 0.46974 0.01 -0.04 -0.10
H 1.77474 1.56916 -0.46129 0.03 0.04 -0.01
H 0.32232 2.27819 0.24812 0.01 0.10 -0.04
C -0.87184 -2.08194 -0.29514 0.04 0.25 0.06
H 0.78518 1.98155 -2.46147 0.03 -0.02 -0.15
C -0.52935 0.38648 2.70640 -0.04 -0.19 0.02
C 0.71592 0.91926 -2.70179 0.31 0.17 0.09
H -0.19464 -2.45226 -1.06662 -0.01 -0.04 -0.06
O -0.43873 -1.96399 2.46397 0.01 0.31 -0.06
H 1.73350 0.51121 -2.77456 -0.03 0.07 -0.01
C -0.33346 -0.84029 0.36410 -0.01 -0.14 1.89
C 0.93272 1.37617 0.20104 -0.06 -0.04 0.09
H -1.85093 -1.90310 -0.74360 -0.10 -0.06 -0.10
H 0.25010 0.82431 -3.68268 -0.02 0.03 0.08
H -0.95980 1.19787 2.12877 0.06 0.12 -0.03
H -0.61230 -0.54795 -2.09127 0.14 0.05 0.23
C 0.14552 0.21750 -0.31498 -0.45 -0.36 -2.37
H 1.33677 1.17117 1.18458 -0.01 0.02 0.03
C -0.39439 -0.88936 1.89243 0.03 -0.21 -0.95
```
Forces are in eV/Å.

Calculated values
HOMO = -8.00 eV
SMILES = CN/C(C)=C(\C)C(C)=O

Mulliken atomic charge list, values in e, 6 entries:
1 N -0.246
2 H 0.342
3 H 0.392
4 H 0.363
5 H 0.471
6 H 0.330

5.
ORCA calculation (the ωB97M-V functional and the def2-TZVPD basis) on the molecule C7H13NO2 in a non-equilibrium geometry.

```
23
Properties=species:S:1:pos:R:3:forces:R:3
H -0.85949 -0.02033 2.61029 -1.10 -0.38 0.32
C -0.30514 -0.21849 0.47441 -0.90 0.50 -1.80
H -2.19263 -0.76747 0.86460 -1.50 0.17 0.65
N -0.50973 1.21703 -0.00082 0.37 0.27 3.09
H -2.00318 -0.90308 -0.83800 0.03 0.15 -0.93
H 0.69273 0.33769 2.28746 2.58 2.39 0.56
H 0.34592 -2.05845 -1.83412 -2.49 -1.46 -0.98
H -0.74883 1.86711 0.78334 -0.06 -1.00 -1.11
H -0.38448 1.20348 -2.16592 -1.38 0.34 2.06
O 2.14427 1.34875 0.29537 0.79 0.09 0.22
H 2.07807 -1.55177 -1.73808 -1.62 -0.35 0.71
C -1.08061 1.53546 -1.24275 1.39 0.42 -3.69
C 0.91271 -0.63793 -0.30149 0.46 -0.68 0.22
H 0.39092 -1.22965 2.15683 0.04 -1.85 0.68
C -0.03936 -0.29311 1.99067 -1.46 -0.17 -2.24
H -1.11953 2.61667 -1.40043 0.22 0.07 0.41
H -2.07956 1.23325 -1.50896 -0.58 -0.72 0.33
H -1.37461 -2.08106 0.27733 0.61 -2.50 0.13
C -1.53718 -1.08379 0.09914 0.74 2.53 1.18
C 2.21246 0.02089 0.17244 -1.25 -0.47 -1.40
H 1.24636 1.63693 0.00552 -0.18 -0.26 0.23
C 1.01914 -1.52744 -1.29589 4.36 2.62 0.77
O 3.19177 -0.64471 0.30906 0.96 0.28 0.58
```
Forces are in eV/Å.

Calculated values
HOMO = -9.39 eV
SMILES = C=C(C(=O)O)C(C)(C)NC

Mulliken atomic charge list, values in e, 6 entries:
1 H 0.474
2 C 2.315
3 H 0.501
4 N -0.410
5 H 0.398
6 H 0.549

Asked for molar mass across the records above, the calculation gives 127.19 127.19 127.19 127.19 143.19 g/mol in order.
Asked for energy relative to the best compared isomer or geometry (same formula, charge and spin) across the records above, the calculation gives 35.87 68.56 155.54 20.11 56.91 kcal per mole in order.